Entry 1:
{"formula": "C39H45HfN5P2", "method": "ωB97M-V/def2-TZVPD", "orbital_gap_ev": [2.8, 2.9], "total_charge": 2, "total_energy_ev": -68480.4544, "homo_energy_ha": [-0.4104, -0.4111], "lumo_ev": [-8.33, -8.32], "symbols": ["Hf", "P", "P", "N", "N", "N", "N", "N", "C", "C", "C", "C", "C", "C", "C", "C", "C", "C", "C", "C", "C", "C", "C", "C", "C", "C", "C", "C", "C", "C", "C", "C", "C", "C", "C", "C", "C", "C", "C", "C", "C", "C", "C", "C", "C", "C", "C", "H", "H", "H", "H", "H", "H", "H", "H", "H", "H", "H", "H", "H", "H", "H", "H", "H", "H", "H", "H", "H", "H", "H", "H", "H", "H", "H", "H", "H", "H", "H", "H", "H", "H", "H", "H", "H", "H", "H", "H", "H", "H", "H", "H", "H"], "xyz": [[-1.542, 0.143, -1.223], [0.262, -1.214, -2.302], [1.142, 2.175, -0.418], [-2.788, 0.366, 0.587], [1.909, 3.756, -0.875], [2.931, 1.634, 0.018], [1.046, -1.263, -4.073], [1.224, -2.720, -1.817], [0.642, -3.982, -1.921], [2.847, 5.403, -2.144], [0.166, -2.454, 3.987], [2.403, -1.365, -4.403], [-4.953, 1.469, 0.052], [4.043, 1.768, -0.828], [-5.651, 1.882, -1.094], [1.929, 4.355, -2.144], [-3.177, -0.915, -2.166], [0.768, -2.104, 2.833], [1.650, -4.953, -1.882], [1.571, -0.129, -1.662], [1.225, -1.508, -6.328], [-0.769, -0.898, 5.755], [0.339, -1.367, -5.258], [-0.406, 0.751, 3.995], [2.610, -2.904, -1.780], [-0.489, 0.512, 5.347], [-4.068, 0.104, 2.629], [3.402, 1.085, 1.200], [-3.255, -0.449, 1.634], [-4.602, -0.727, 3.612], [-2.781, 2.094, -1.099], [5.200, 1.409, -0.129], [-3.587, 2.552, -2.230], [0.580, -0.771, 2.136], [2.539, -1.526, -5.783], [0.432, -1.768, 5.310], [2.899, -4.260, -1.817], [3.441, 5.448, -0.836], [-4.277, -2.091, 3.630], [0.785, 0.411, 3.085], [-3.553, 1.373, -0.023], [-3.456, -2.634, 2.636], [1.269, 1.339, -2.011], [4.780, 0.963, 1.158], [2.844, 4.444, -0.082], [-4.955, 2.366, -2.227], [-2.943, -1.816, 1.631], [-4.676, -2.757, 4.402], [-0.476, -3.350, 4.060], [-0.436, -4.051, -2.016], [4.236, 6.110, -0.513], [-0.734, -1.326, -5.226], [1.289, 3.987, -2.936], [1.501, -6.022, -1.905], [0.324, 1.510, -2.582], [3.045, 4.123, 0.930], [-6.757, 1.865, -1.104], [-0.470, 1.273, 6.128], [-3.246, -3.702, 2.589], [3.095, 6.064, -2.970], [3.478, -1.650, -6.311], [-0.463, -0.694, 1.743], [1.335, -1.131, 5.184], [3.954, 2.137, -1.849], [2.734, 0.810, 1.987], [-5.552, 2.647, -3.105], [1.442, -2.773, 2.280], [1.687, -0.335, -0.578], [-3.818, -0.250, -2.784], [-3.827, -1.301, -1.350], [3.321, -2.090, -1.742], [2.061, 1.737, -2.666], [6.218, 1.490, -0.498], [3.894, -4.681, -1.830], [-1.655, -1.183, 5.162], [-5.289, -0.303, 4.342], [0.603, -2.538, 6.094], [1.760, 0.275, 3.606], [5.374, 0.601, 1.983], [-2.358, -2.214, 0.792], [1.322, -0.723, 1.313], [-4.262, 1.180, 2.614], [3.198, -1.342, -3.672], [-3.065, 3.029, -3.063], [0.850, 1.309, 2.443], [-2.123, 2.836, -0.612], [0.975, -1.595, -7.378], [-2.850, -1.774, -2.776], [-5.499, 1.136, 0.952], [-1.280, 1.183, 3.483], [2.540, -0.388, -2.102], [-1.027, -1.105, 6.806]]}

---

Entry 2:
{"formula": "C39H45LuN5O", "method": "ωB97M-V/def2-TZVPD", "orbital_gap_ev": [2.5, 2.5], "total_charge": -1, "total_energy_ev": -84285.5001, "homo_energy_ha": [-0.0040, -0.0041], "lumo_ev": [2.38, 2.38], "symbols": ["Lu", "O", "N", "N", "N", "N", "N", "C", "C", "C", "C", "C", "C", "C", "C", "C", "C", "C", "C", "C", "C", "C", "C", "C", "C", "C", "C", "C", "C", "C", "C", "C", "C", "C", "C", "C", "C", "C", "C", "C", "C", "C", "C", "C", "C", "C", "H", "H", "H", "H", "H", "H", "H", "H", "H", "H", "H", "H", "H", "H", "H", "H", "H", "H", "H", "H", "H", "H", "H", "H", "H", "H", "H", "H", "H", "H", "H", "H", "H", "H", "H", "H", "H", "H", "H", "H", "H", "H", "H", "H", "H"], "xyz": [[-0.375, 0.455, -1.193], [0.734, -0.487, 0.218], [-0.891, -4.254, 3.355], [1.570, 3.163, -1.748], [0.390, -3.788, 3.502], [2.774, 2.068, -0.301], [1.998, -0.744, -0.304], [-0.861, 5.394, -3.473], [3.354, 3.338, -0.468], [-2.384, -0.301, -0.011], [2.096, -2.102, -0.602], [2.637, 3.980, -1.384], [-2.407, -1.741, 0.361], [3.020, -0.203, 0.519], [0.188, 2.810, -3.757], [-1.812, 0.762, 0.768], [4.106, -5.665, 3.004], [3.382, 1.131, 0.505], [1.583, -4.507, 3.323], [-1.210, -5.643, 3.084], [0.010, 4.908, -2.494], [1.723, -5.662, 2.545], [1.627, 1.914, -1.088], [-3.090, 2.627, -2.236], [3.832, -2.443, 1.042], [-1.202, 4.645, -4.601], [-1.278, 0.654, 2.148], [-2.892, 0.262, -1.225], [-0.949, -2.188, 4.086], [-3.207, -3.458, 3.727], [-2.091, 5.222, -5.666], [2.970, -2.939, 0.059], [2.715, -3.900, 3.890], [0.275, 5.781, -1.303], [-1.932, 1.971, 0.009], [2.983, -6.246, 2.401], [-3.613, -0.469, -2.305], [-1.752, -3.294, 3.734], [-0.703, 3.343, -4.703], [-1.517, 3.320, 0.480], [0.368, -2.521, 3.946], [3.971, -4.481, 3.745], [-2.631, 1.662, -1.203], [0.554, 3.604, -2.648], [0.784, 1.457, -4.020], [3.791, -1.095, 1.326], [1.304, 6.155, -1.258], [0.027, 5.303, -0.347], [0.290, 0.611, -3.484], [4.209, 1.490, 1.113], [4.838, -4.003, 4.200], [-0.263, 0.234, 2.143], [-0.519, -6.321, 3.595], [-1.757, 3.459, 1.545], [1.314, -2.471, -1.264], [-1.206, -5.841, 2.005], [-0.999, 2.731, -5.559], [-1.392, -2.105, 0.588], [2.774, 4.952, -1.804], [-3.023, -1.920, 1.253], [-3.011, 4.635, -5.784], [-2.417, 2.641, -3.107], [-2.031, 4.111, -0.082], [2.981, -3.998, -0.205], [-3.091, -1.394, -2.580], [-3.130, 3.649, -1.839], [-2.374, 6.250, -5.412], [-1.906, -0.006, 2.758], [-3.623, -3.457, 2.708], [0.628, 1.239, -5.085], [-4.633, -0.749, -2.001], [-4.090, 2.355, -2.608], [-2.220, -5.830, 3.459], [3.090, -7.159, 1.811], [-1.276, 6.399, -3.353], [-0.432, 3.472, 0.378], [4.193, 3.651, 0.122], [2.568, -2.955, 4.407], [4.480, -3.117, 1.601], [-1.235, 1.637, 2.629], [-1.584, 5.238, -6.640], [4.432, -0.660, 2.099], [-3.693, 0.151, -3.205], [-2.807, -2.358, -0.456], [0.865, -6.097, 2.036], [5.090, -6.126, 2.886], [-3.526, -4.378, 4.235], [-1.326, -1.241, 4.420], [-0.369, 6.666, -1.391], [1.863, 1.421, -3.834], [-3.649, -2.608, 4.265]]}

---

Entry 3:
{"formula": "C39H45N5P2V", "method": "ωB97M-V/def2-TZVPD", "orbital_gap_ev": [6.7, 6.3], "total_charge": 0, "total_energy_ev": -92881.4238, "homo_energy_ha": [-0.2503, -0.2524], "lumo_ev": [-0.14, -0.54], "spin_multiplicity": 4, "symbols": ["V", "P", "P", "N", "N", "N", "N", "N", "C", "C", "C", "C", "C", "C", "C", "C", "C", "C", "C", "C", "C", "C", "C", "C", "C", "C", "C", "C", "C", "C", "C", "C", "C", "C", "C", "C", "C", "C", "C", "C", "C", "C", "C", "C", "C", "C", "C", "H", "H", "H", "H", "H", "H", "H", "H", "H", "H", "H", "H", "H", "H", "H", "H", "H", "H", "H", "H", "H", "H", "H", "H", "H", "H", "H", "H", "H", "H", "H", "H", "H", "H", "H", "H", "H", "H", "H", "H", "H", "H", "H", "H", "H"], "xyz": [[0.427, -1.427, 2.142], [1.878, -0.929, -2.516], [-1.975, -0.250, -2.439], [3.168, 0.208, -2.960], [-0.049, -0.583, 4.080], [-1.996, 1.407, -2.912], [-3.362, -0.740, -3.539], [2.427, -2.117, -3.740], [0.286, 0.427, 4.984], [-4.844, -2.305, -4.257], [-0.520, 2.930, 2.610], [-1.577, 3.205, -4.223], [-1.808, -3.562, 5.442], [-0.752, 0.758, 0.361], [-0.720, -0.796, -3.663], [-1.639, 0.911, 1.553], [-1.087, -1.425, 4.530], [1.468, 1.195, 4.828], [1.782, 1.872, 1.804], [-2.377, -0.893, 4.824], [3.344, 0.812, -4.203], [-3.347, -1.691, 5.423], [-2.166, 2.558, -2.133], [0.668, -0.115, -3.640], [-4.120, -0.166, -4.559], [-0.491, 0.750, 6.129], [-1.987, 3.679, -2.943], [-5.097, -1.084, -4.974], [2.779, -3.407, -3.374], [1.663, 2.365, 5.563], [2.911, -3.238, -5.636], [3.066, -4.135, -4.521], [-1.597, 1.898, 2.459], [2.506, -2.014, -5.128], [0.637, 0.061, 0.380], [-0.247, 1.845, 6.945], [-1.654, 1.819, -4.203], [0.730, 2.908, 1.691], [-3.752, -2.083, -3.432], [5.252, 1.093, -3.021], [-3.084, -3.036, 5.703], [2.063, -2.464, 2.693], [4.369, 0.349, -2.250], [0.826, 2.707, 6.654], [1.804, 0.700, 1.148], [4.605, 1.378, -4.267], [-0.815, -2.778, 4.845], [2.894, -1.827, 2.338], [0.476, -1.064, 0.514], [-1.586, -4.599, 5.707], [6.231, 1.424, -2.725], [-5.410, -3.226, -4.329], [4.451, -0.057, -1.246], [-0.657, -1.870, -3.480], [-3.853, -3.657, 6.155], [-1.209, 3.771, -5.076], [1.874, -2.344, 3.787], [-1.416, 1.098, -4.977], [-2.528, 0.192, 4.700], [-5.901, -0.895, -5.669], [-2.457, 0.163, 1.606], [2.235, 0.848, 4.131], [0.418, 2.961, 0.638], [0.197, -3.158, 4.678], [-0.882, 2.004, 7.821], [4.976, 1.934, -5.103], [2.772, 0.258, 0.902], [1.032, 3.574, 7.296], [2.523, 2.065, 2.584], [0.962, 0.026, -0.715], [2.220, -1.122, -5.664], [3.319, -5.178, -4.568], [-3.193, -2.751, -2.788], [2.501, 3.042, 5.330], [2.079, -3.508, 2.353], [-0.197, 2.973, 3.660], [-1.336, 0.127, 6.416], [2.740, -3.701, -2.324], [-1.041, 3.884, 2.447], [-3.889, 0.816, -4.956], [-2.154, 4.703, -2.638], [2.547, 0.831, -4.942], [-0.643, 1.740, -0.091], [-1.395, 0.172, -0.346], [-1.127, -0.689, -4.689], [-2.393, 2.487, -1.075], [1.003, -0.115, -4.686], [3.048, -3.462, -6.685], [0.641, 0.939, -3.347], [-2.432, 1.952, 3.186], [-4.298, -1.229, 5.688], [1.259, 3.871, 1.924]]}

---

Calculated energy relative to the best compared isomer or geometry (same formula, charge and spin), 4.5644 5.0930 1.5044 eV (same order as the records).